[1]
The following is a DFT calculation (the ωB97M-V functional and the def2-TZVPD basis) of C31H41BN6OSiV as an isolated structure in a non-equilibrium geometry.

The geometry in ORCA input format:
```
! RIJCOSX wB97M-V def2-TZVPD def2/J DEFGRID3
* xyz 2 2
V 0.38 0.05 0.46
Si -0.71 0.36 -2.62
O 0.43 0.41 -1.17
N 1.98 -1.22 2.47
N 1.90 -1.05 1.11
N 1.28 1.13 2.85
N -0.41 -0.65 3.06
N -0.86 -0.65 1.74
N 1.00 1.57 1.57
C -3.14 2.73 -0.28
C -2.34 -3.41 -3.10
C -3.48 1.15 -2.55
C 2.88 -1.81 0.58
C -2.07 2.09 -0.87
C -4.42 2.61 -0.85
C -1.02 -1.42 -2.82
C 2.99 -2.06 2.78
C 0.30 1.16 -3.94
C 3.57 -2.44 1.60
C -2.20 1.26 -2.00
C 1.33 2.90 1.54
C -2.28 -2.03 -2.89
C 1.85 2.12 3.54
C -4.58 1.85 -2.02
C -1.30 -1.28 5.36
C -1.36 -1.07 3.88
C -2.16 -1.10 1.81
C -0.41 0.94 -5.30
C -1.18 -4.17 -3.24
C 1.91 3.24 2.72
C 3.16 -1.99 -0.86
C 1.68 0.52 -4.07
C 0.48 2.68 -3.67
C 3.40 -2.40 4.18
C -2.49 -1.42 3.10
C -3.07 -1.22 0.60
C 2.39 2.04 4.90
C 0.15 -2.21 -2.91
C 0.05 -3.56 -3.14
C 1.15 3.76 0.31
B 1.08 -0.30 3.31
H -1.78 -2.21 5.60
H 3.83 -1.54 4.64
H -1.09 2.26 -0.44
H -0.48 3.16 -3.50
H 2.77 -1.21 -1.50
H 1.74 1.52 5.56
H -3.37 -0.26 0.25
H -5.54 1.81 -2.51
H -3.90 -1.85 0.86
H -1.40 1.36 -5.32
H -3.17 -1.45 -2.72
H 1.58 -0.48 -4.45
H 1.13 -1.79 -2.79
H 2.80 -2.95 -1.23
H 0.37 4.49 0.56
H 2.50 3.04 5.27
H 2.30 0.54 -3.16
H 0.94 3.14 -4.56
H 0.97 -4.17 -3.16
H -3.64 0.56 -3.44
H 4.41 -3.08 1.52
H -2.51 -1.75 -0.19
H -3.02 3.37 0.60
H -3.33 -3.88 -3.06
H 1.13 2.82 -2.80
H -1.80 -0.48 5.91
H 0.20 1.35 -6.09
H 3.37 1.56 5.01
H -0.28 -1.36 5.73
H -1.20 -5.22 -3.52
H 2.28 1.03 -4.82
H 1.41 -0.49 4.46
H 2.11 4.23 0.10
H 2.23 4.22 3.00
H 4.30 -1.99 -1.02
H -0.58 -0.13 -5.51
H -3.48 -1.61 3.43
H 4.19 -3.15 4.15
H 0.80 3.13 -0.51
H 2.60 -2.71 4.85
H -5.27 3.07 -0.38
*
```

Properties
- gap between HOMO and LUMO (alpha / beta) (eV) = 6.45 / 7.09
- HOMO level (alpha / beta) (eV) = -14.35 / -14.36
- DFT total energy (eV) = -78033.4791
- maximum force (eV/A) = 2.05

Atomic partial charges in e from the Mulliken method, atoms 1 to 4:
1 V 0.771
2 Si -0.082
3 O 0.558
4 N 0.693

[2]
The following is a DFT calculation (the ωB97M-V functional and the def2-TZVPD basis) of the molecule C31H41ClN4O4.

The geometry in ORCA input format:
```
! RIJCOSX wB97M-V def2-TZVPD def2/J DEFGRID3
* xyz 0 1
Cl 10.55 0.40 0.77
O 0.44 -1.08 -1.53
O 2.39 -1.56 1.92
O 4.49 -0.18 -2.46
O 0.05 2.01 1.90
N 0.32 -0.70 1.46
N -1.47 2.23 0.23
N -2.47 -2.27 0.67
N 4.86 -0.76 -0.27
C 0.62 0.07 -0.71
C -3.85 -3.47 -2.70
C 6.74 -0.68 1.20
C -0.56 1.55 0.96
C 1.57 0.53 -2.69
C -4.33 -3.89 1.11
C -0.42 -1.29 2.55
C 0.89 1.15 -1.74
C 1.62 -0.91 1.24
C -0.36 0.11 0.46
C -3.63 -2.57 1.49
C 2.00 -0.20 -0.05
C 6.21 -0.47 -0.07
C 8.07 -0.41 1.46
C -1.27 4.52 -0.63
C 1.64 -0.93 -2.27
C -4.72 -3.86 -0.37
C -3.15 6.14 -0.22
C 8.88 0.07 0.45
C -3.68 5.24 0.89
C 7.04 0.02 -1.08
C -3.48 -3.58 -1.23
C -1.29 -3.08 0.95
C 8.37 0.28 -0.82
C -1.80 3.62 0.48
C -3.32 3.78 0.62
C 2.69 -1.06 -1.12
C -1.64 5.98 -0.36
C 4.11 -0.61 -1.39
C -2.83 -2.27 -0.74
C -0.67 -2.78 2.32
H -5.16 -4.82 -0.66
H 0.17 -1.16 3.47
H -3.67 -4.73 1.31
H -1.27 6.61 -1.17
H 0.66 2.19 -1.62
H -2.77 -4.39 -1.10
H -5.46 -3.08 -0.54
H -1.15 6.30 0.56
H -1.94 -2.06 -1.33
H -5.22 -4.01 1.73
H 0.29 -3.30 2.37
H -1.90 1.79 -0.56
H -1.71 4.21 -1.59
H 9.01 0.66 -1.61
H -3.40 7.18 0.00
H -4.30 -4.40 -3.05
H 4.38 -1.11 0.55
H -1.32 3.88 1.43
H 6.64 0.18 -2.07
H 6.10 -1.05 1.99
H -0.19 4.42 -0.70
H -1.49 -4.16 0.91
H -4.56 -2.66 -2.86
H -3.68 3.14 1.43
H 1.73 -1.67 -3.06
H 2.70 -2.10 -0.80
H -3.80 3.46 -0.31
H -3.55 -1.45 -0.89
H 2.04 0.92 -3.57
H -1.36 -0.75 2.65
H -2.96 -3.27 -3.30
H -4.76 5.34 0.98
H -0.56 -2.85 0.18
H -1.30 -3.15 3.13
H 2.54 0.72 0.18
H -1.32 -0.35 0.21
H -3.33 -2.59 2.53
H -3.24 5.54 1.84
H -3.63 5.87 -1.16
H 8.48 -0.58 2.45
H -4.34 -1.75 1.35
*
```

Properties
- relative energy (zero: lowest compared OMol25 entry of this formula, charge and spin) (kJ/mol) = 25.0
- gap between HOMO and LUMO (eV) = 8.79
- structure (SMILES) = C[C@@H]1CCCN(CCCN2C(=O)[C@H]3[C@H](C(=O)Nc4ccc(Cl)cc4)[C@@H]4C=C[C@]3(O4)[C@@H]2C(=O)NC2CCCCC2)C1
- HOMO level (eV) = -8.30
- DFT total energy (eV) = -59487.5000
- maximum force (eV/A) = 0.81

Atomic partial charges in e from the Mulliken method, atoms 1 to 4:
1 Cl -0.223
2 O -0.334
3 O -0.809
4 O -0.687

[3]
The following is a DFT calculation (the ωB97M-V functional and the def2-TZVPD basis) of C31H41LuN9O as an isolated structure in a non-equilibrium geometry.

The geometry in ORCA input format:
```
! RIJCOSX wB97M-V def2-TZVPD def2/J DEFGRID3
* xyz 3 1
Lu 15.25 12.54 13.77
O 15.61 10.34 14.00
N 16.49 8.22 14.08
N 16.84 12.91 17.62
N 16.83 16.61 13.45
N 14.43 8.73 15.11
N 15.42 13.21 15.92
N 15.56 14.81 13.27
N 14.73 12.32 11.40
N 17.68 13.09 14.00
N 15.62 10.55 8.20
C 18.05 14.38 13.38
C 10.43 11.99 12.91
C 13.11 9.35 15.08
C 9.64 11.12 13.68
C 16.25 6.76 13.82
C 7.89 11.12 11.97
C 14.95 18.40 13.69
C 12.94 12.53 13.75
C 16.73 13.02 16.27
C 13.55 18.49 13.71
C 14.64 13.26 17.11
C 15.49 9.11 14.34
C 8.67 12.01 11.23
C 16.83 15.24 13.42
C 14.54 7.79 16.18
C 12.76 17.35 13.57
C 12.94 13.84 18.67
C 9.95 12.44 11.66
C 15.55 13.07 18.19
C 13.34 16.07 13.30
C 14.69 15.96 13.32
C 13.29 13.61 17.33
C 8.49 10.56 13.18
C 14.99 11.72 8.93
C 13.85 13.66 19.72
C 17.75 8.80 13.56
C 15.56 11.66 10.41
C 15.51 17.13 13.39
C 11.76 12.34 13.38
C 17.94 12.94 15.44
C 15.16 13.18 19.51
H 17.67 12.88 18.14
H 18.48 11.99 15.67
H 15.24 12.65 8.46
H 15.29 9.67 8.57
H 17.80 8.90 12.46
H 14.35 6.77 15.80
H 15.30 6.58 14.26
H 11.69 17.46 13.58
H 13.71 11.88 11.45
H 17.69 17.15 13.60
H 12.37 8.52 15.20
H 18.24 12.41 13.42
H 8.31 12.50 10.33
H 15.39 10.60 7.21
H 18.41 14.32 12.34
H 10.63 13.23 11.22
H 15.76 12.82 20.38
H 12.52 13.56 16.60
H 12.77 15.15 13.38
H 17.92 9.76 14.02
H 17.00 6.16 14.33
H 13.86 11.65 8.88
H 16.67 10.54 8.38
H 12.95 9.90 14.19
H 13.52 13.90 20.77
H 16.21 6.45 12.77
H 18.80 14.88 14.03
H 14.55 13.28 11.22
H 13.80 8.03 16.99
H 18.66 13.73 15.76
H 16.62 12.09 10.44
H 10.02 11.00 14.69
H 13.09 10.06 15.94
H 6.84 10.86 11.72
H 18.60 8.16 13.88
H 15.53 19.30 13.83
H 11.92 14.21 18.77
H 15.65 10.57 10.68
H 15.58 7.69 16.52
H 13.11 19.44 13.93
H 7.94 9.82 13.75
*
```

Properties
- relative energy (zero: lowest compared OMol25 entry of this formula, charge and spin) (kJ/mol) = 116.1
- gap between HOMO and LUMO (eV) = 6.51
- HOMO level (eV) = -14.36
- DFT total energy (eV) = -81869.4895
- maximum force (eV/A) = 3.89

Atomic partial charges in e from the Mulliken method, atoms 1 to 4:
1 Lu 2.182
2 O -0.740
3 N 0.059
4 N -0.116